1.
Below is a molecular structure, C11H25ClNO6P2Sn at a distorted geometry, with properties calculated with ωB97M-V/def2-TZVPD.

Highest occupied orbital energy (spin up / spin down)   -0.362 / -0.362 Ha
Kohn-Sham gap (spin up / spin down)   4.71 / 4.71 eV
E_LUMO (spin up / spin down)   -5.150 / -5.150 eV
Net charge   +1

Positions of all 47 atoms, in Å:
C 1.241 -2.402 -2.531
C 0.917 -1.185 -1.859
N 0.973 -1.157 -0.473
C 1.599 -2.128 0.190
C 2.085 -3.269 -0.462
C 1.853 -3.426 -1.834
C 0.545 -0.033 -2.569
P 0.382 1.540 -1.783
Sn 0.505 1.136 0.819
P 0.592 -0.835 2.456
C 1.798 -1.980 1.699
O -2.809 -2.310 -4.352
O -4.968 1.250 -1.511
H 1.025 -2.451 -3.598
H 2.593 -4.019 0.136
H 2.197 -4.318 -2.347
C 1.802 2.542 -2.357
C -1.099 2.350 -2.476
H 1.685 -2.960 2.188
H 2.808 -1.589 1.912
H -3.619 -1.883 -4.628
H 0.424 -0.114 -3.647
C 1.316 -0.209 3.982
C -0.790 -1.904 2.932
H -1.282 0.734 1.842
H -5.700 1.657 -1.015
H -4.472 0.817 -0.817
H -3.070 -2.770 -3.528
H 2.033 2.045 0.727
H -1.945 0.458 2.087
H 1.704 2.700 -3.443
H 1.800 3.499 -1.816
H 2.723 1.982 -2.141
H -1.081 2.235 -3.571
H -2.027 1.906 -2.087
H -1.084 3.419 -2.221
H -0.455 -2.585 3.730
H -1.621 -1.285 3.296
H -1.139 -2.491 2.071
H 1.492 -1.060 4.655
H 2.258 0.310 3.764
H 0.620 0.506 4.444
O 0.981 3.003 3.211
Cl -0.354 3.492 2.893
O -1.338 2.964 3.802
O -0.408 4.911 2.773
O -0.690 2.908 1.456

2.
Below is a molecular structure, C11H25ClNO6P2Y at a distorted geometry, with properties calculated with ωB97M-V/def2-TZVPD.

Highest occupied orbital energy   -0.276 Ha
Relative energy (zero: lowest compared OMol25 entry of this formula, charge and spin)   0.000 eV
Kohn-Sham gap   7.26 eV
E_LUMO   -0.265 eV
Net charge   0

Positions of all 47 atoms, in Å:
C 0.960 1.204 -3.400
C 0.203 0.864 -2.282
N 0.781 0.688 -1.067
C 2.104 0.947 -0.945
C 2.903 1.319 -2.021
C 2.321 1.474 -3.274
C -1.298 0.880 -2.503
P -2.367 0.572 -1.010
Y -0.568 -0.244 1.033
P 2.136 -0.075 1.778
C 2.847 0.868 0.386
O -0.818 -3.688 -3.123
O 0.195 -2.104 1.400
H 0.426 1.357 -4.337
H 3.960 1.488 -1.818
H 2.916 1.803 -4.125
C -3.269 2.154 -1.224
C -3.629 -0.636 -1.611
H 3.842 0.416 0.228
H 3.012 1.889 0.769
H -1.667 0.281 -3.356
H -1.566 1.905 -2.821
C 2.549 0.907 3.255
C 3.235 -1.518 1.913
H -1.779 -4.087 2.040
H 0.541 -2.775 0.793
H -1.101 -3.664 -2.192
H 0.085 -3.330 -3.131
H -0.265 1.644 1.515
H -1.396 -3.419 1.935
H -3.979 2.085 -2.055
H -3.804 2.415 -0.303
H -2.539 2.938 -1.461
H -4.323 -0.164 -2.317
H -3.156 -1.504 -2.089
H -4.202 -0.978 -0.736
H 4.235 -1.206 2.259
H 2.784 -2.216 2.641
H 3.314 -2.026 0.934
H 3.513 0.577 3.666
H 2.585 1.971 2.987
H 1.755 0.744 4.006
O -2.292 1.492 3.719
Cl -2.308 0.072 3.983
O -1.343 -0.302 4.984
O -3.615 -0.399 4.302
O -1.914 -0.619 2.677